No. 1
# C6H6BrNO

C6H6BrNO in the gas phase (ωB97M-V with the def2-TZVPD basis set, the OMol25 dataset).

The geometry in XYZ format:
```
15
Properties=species:S:1:pos:R:3:forces:R:3:lowdin_charge:R:1
C -1.055712 -1.528414 0.061100 2.7 0.8 0.1 0.077
C -1.092459 -0.183799 0.044212 0.3 -1.0 0.1 -0.304
C -2.339180 0.626407 0.040610 1.6 0.2 -0.1 -0.670
Br -4.025908 -0.130792 -0.007921 -0.2 0.0 0.1 0.823
C -1.970235 1.906304 0.023243 -1.6 0.4 -0.9 0.000
C -0.485426 2.013269 -0.099587 -0.9 -0.1 2.1 -0.453
O 0.157202 3.019860 -0.026099 0.8 0.9 -0.8 0.106
N -0.001926 0.737728 0.038762 -1.5 -1.1 0.2 -0.053
C 1.370970 0.370486 -0.019550 0.7 -3.2 0.2 -0.027
H -0.100259 -2.135138 0.110257 -1.3 1.0 -0.1 0.082
H -1.949153 -2.062068 0.020601 -1.3 -0.7 0.0 0.009
H -2.691485 2.733705 -0.035196 0.8 -0.2 0.1 0.128
H 1.782461 0.863744 -0.853878 0.9 0.5 -0.9 0.078
H 2.062674 0.438169 0.845262 -1.0 0.8 0.0 0.103
H 1.407238 -0.771439 -0.189158 -0.1 1.8 -0.2 0.100
```
Forces are in eV/Å.

The structure (SMILES) is C=C1C(Br)=CC(=O)N1C. The value obtained for the lowest unoccupied orbital energy is -0.2 eV. The value obtained for the electronic energy is -79898.3370 eV. The value obtained for the highest occupied orbital energy is -9.1134 eV. For the energy relative to the best compared isomer or geometry (same formula, charge and spin), the calculation gives 0.0 kcal/mol.


No. 2
# C6H6BrNOP2

2 unconnected molecules or ions with the total composition C6H6BrNOP2 (ωB97M-V with the def2-TZVPD basis set, the OMol25 dataset).

The geometry in XYZ format:
```
17
Properties=species:S:1:pos:R:3:forces:R:3:lowdin_charge:R:1
C 2.741826 0.428651 -0.372047 0.9 2.6 -1.4 -0.105
C 2.408573 -0.605581 0.450538 0.8 -0.7 1.6 -0.108
C 1.735108 1.214314 -0.956438 2.4 1.0 -0.6 -0.094
C 1.095161 -0.954533 0.744073 -0.2 -0.1 0.4 -0.037
C 0.437599 0.903321 -0.709464 -1.9 2.4 -1.9 -0.067
C 0.173764 -0.152341 0.082818 -2.6 -2.9 1.3 -0.358
N -3.250374 -1.765315 -0.156684 -1.7 2.2 -0.2 -0.448
O -1.205528 -0.539416 0.180645 2.2 0.5 0.1 -0.636
P -1.773130 -2.090503 -0.179385 0.8 0.5 0.2 0.722
P -3.212008 0.707936 0.064512 -0.1 -3.2 1.2 0.461
Br -5.376818 0.767641 0.126785 -0.9 0.2 -0.3 0.142
H 3.777817 0.880557 -0.564977 -1.3 -1.5 0.6 0.131
H 3.205289 -1.041270 1.025765 0.2 -0.5 0.0 0.102
H 2.116863 2.092416 -1.567005 -1.1 -1.2 0.7 0.130
H 0.771216 -1.755832 1.513190 0.7 1.5 -1.6 0.143
H -0.422251 1.511225 -1.177902 1.4 -1.2 0.8 0.138
H -3.223113 0.398725 1.495583 0.5 0.5 -1.0 -0.117
```
Forces are in eV/Å.

The value obtained for the lowest unoccupied orbital energy (alpha / beta) is -1.1 / -1.1 eV. The value obtained for the electronic energy is -98474.4454 eV. The value obtained for the highest occupied orbital energy (alpha / beta) is -9.1924 / -9.1932 eV. For the energy relative to the best compared isomer or geometry (same formula, charge and spin), the calculation gives 37.0 kcal/mol.


No. 3
# C6H6Cl2

A molecular structure, C6H6Cl2 (ωB97M-V with the def2-TZVPD basis set, the OMol25 dataset).

The geometry in XYZ format:
```
14
Properties=species:S:1:pos:R:3:forces:R:3:lowdin_charge:R:1
C 1.233778 -0.819653 0.405015 2.3 4.1 -0.6 -0.717
C 1.706802 0.386024 0.881124 -1.5 -1.6 0.6 -0.014
C -0.065657 -1.342753 0.321120 -0.9 -3.2 1.3 -0.253
C -1.207465 -0.889725 -0.175258 0.4 2.3 0.1 -0.773
C -1.408012 0.428488 -0.786306 -1.3 3.6 -0.6 -0.184
C -0.636753 1.566040 -0.525486 0.8 -3.2 1.5 0.021
H 2.732579 0.671884 0.762314 0.4 -0.1 -0.2 0.055
H 1.083132 1.112933 1.492503 0.9 -1.6 -0.6 0.086
H -0.019076 -2.421818 0.662094 -0.6 1.2 -0.3 0.127
H -2.545886 0.684219 -1.457724 4.0 -1.2 2.0 0.188
H 0.297372 1.733279 0.210014 -3.0 -0.8 -2.2 0.063
H -0.786359 2.361337 -1.156021 -0.7 2.0 -1.2 0.005
Cl 2.247557 -1.739647 -0.693372 0.6 -0.2 0.3 0.662
Cl -2.632013 -1.730614 0.059986 -1.5 -1.3 0.0 0.734
```
Forces are in eV/Å.

The value obtained for the lowest unoccupied orbital energy is 0.0 eV. The value obtained for the electronic energy is -31360.2245 eV. The value obtained for the highest occupied orbital energy is -8.9962 eV. For the energy relative to the best compared isomer or geometry (same formula, charge and spin), the calculation gives 78.5 kcal/mol.


No. 4
# C6H6Cl2GaN2O3Ru

A molecular structure, C6H6Cl2GaN2O3Ru (ωB97M-V with the def2-TZVPD basis set, the OMol25 dataset).

The geometry in XYZ format:
```
21
Properties=species:S:1:pos:R:3:forces:R:3:lowdin_charge:R:1
Ga -6.213987 -2.450883 -3.944263 1.6 -2.2 0.4 0.554
Ru 0.187971 0.194285 0.251063 -5.2 -5.4 0.1 0.978
Cl -4.986024 -4.137261 -3.747288 -0.3 1.3 0.4 0.522
Cl -1.456376 1.070245 1.346605 -0.6 0.1 0.5 0.196
C 1.072793 1.586415 -0.289472 7.4 10.5 -2.9 -0.366
C -7.462187 -3.229147 -5.293069 -4.0 -2.9 -4.6 0.048
C -7.238822 -0.778949 -4.075614 -5.1 8.2 -0.7 0.153
O 1.876130 2.478860 -0.253025 -4.3 -4.5 -0.2 0.126
O -8.133774 -3.720919 -6.075240 2.7 1.9 3.1 0.361
O -7.925513 0.158891 -4.254537 4.7 -6.5 1.2 0.361
C 4.040843 0.213047 3.755558 0.4 -0.1 0.7 0.090
N 3.821932 0.874943 2.470053 1.5 0.8 0.6 -0.013
C 4.826119 1.820586 1.981360 0.5 0.3 0.0 0.089
C 2.733192 0.616559 1.781353 -3.2 -3.4 -0.7 -0.076
N 1.769319 0.012792 1.406033 5.2 2.0 3.0 0.096
H 4.987198 0.546638 4.182837 -0.1 0.1 -0.3 0.130
H 4.093699 -0.879422 3.642700 -0.3 0.0 -0.3 0.156
H 3.247749 0.457971 4.476489 -0.2 -0.1 -0.3 0.156
H 5.245921 1.490977 1.019430 -0.3 -0.1 -0.1 0.156
H 4.396837 2.824580 1.850778 -0.3 -0.2 -0.1 0.153
H 5.646953 1.895988 2.694958 -0.2 -0.2 0.0 0.129
```
Forces are in eV/Å.

The value obtained for the lowest unoccupied orbital energy (alpha / beta) is -15.9 / -16.1 eV. Its multiplicity is 6. The value obtained for the electronic energy is -95391.8579 eV. The value obtained for the highest occupied orbital energy (alpha / beta) is -19.9363 / -22.2711 eV. As for the net charge: +4. The expectation value of S² is 8.7835. For the energy relative to the best compared isomer or geometry (same formula, charge and spin), the calculation gives 0.0 kcal/mol.